Entry 1:
Here is a molecular structure, C8H9O7PS in a non-equilibrium geometry from the OMol25 dataset. Energies are from ωB97M-V with the def2-TZVPD basis set.

Output
Net charge: 0
Gap between HOMO and LUMO, eV: 9.51

CARTESIAN COORDINATES (ANGSTROEM)
O1 -0.3425 3.2295 -1.5295
P1 -1.1309 2.0845 -1.0077
O2 -2.2572 1.6561 -2.1665
O3 -1.8889 2.4963 0.4029
C1 0.0438 0.6267 -0.8275
C2 0.1459 -0.1171 0.5478
C3 1.4590 -0.4206 1.1285
C4 1.5622 -1.1420 2.3899
C5 0.3427 -1.5842 3.0700
C6 -0.9461 -1.2638 2.4881
C7 -1.0676 -0.5357 1.2287
C8 1.3855 0.9728 -1.6000
O4 2.0701 -0.3011 -1.8763
S1 0.7928 -1.3541 -2.0428
O5 0.4847 -1.8279 -3.3813
O6 1.0638 -2.5193 -1.2280
O7 -0.5584 -0.4270 -1.6867
H1 -2.7587 0.8764 -1.8520
H2 -2.7916 2.1195 0.4407
H3 2.4009 -0.1152 0.6119
H4 2.5616 -1.3736 2.8150
H5 0.3851 -2.1663 4.0197
H6 -1.8720 -1.6164 3.0053
H7 -2.0712 -0.3220 0.7917
H8 1.9923 1.7751 -1.1225
H9 0.9948 1.2493 -2.6193

***

Entry 2:
Here is a molecular structure, C8H9O8PTm in a non-equilibrium geometry from the OMol25 dataset. Energies are from ωB97M-V with the def2-TZVPD basis set.

Output
Multiplicity: 3
ΔE to the lowest compared entry with this formula, charge and spin, kJ/mol: 68.9
Net charge: +3
Gap between HOMO and LUMO (alpha / beta), eV: 7.72 / 7.78

CARTESIAN COORDINATES (ANGSTROEM)
O1 -0.3212 3.5779 -3.5297
C1 -0.2409 2.5465 -3.0215
Tm1 -0.0522 0.4193 -1.8776
O2 -0.2596 -1.8873 -4.6343
C2 -0.1755 -1.0937 -3.8045
C3 -0.1325 -2.0330 -1.4247
O3 -0.2118 -3.1410 -1.1141
C4 -2.3088 -0.3487 -1.8325
O4 -3.3814 -0.7731 -1.8421
C5 2.1671 -0.5126 -1.9436
O5 3.2231 -0.9616 -1.8498
C6 -2.6821 -0.6771 1.9095
O6 -1.2720 -0.2077 1.9779
P1 -0.2227 -0.4260 0.7451
O7 1.1198 -0.9290 1.4687
C7 1.7050 -0.5768 2.7448
O8 0.3866 1.2668 0.1578
C8 1.3449 2.2101 0.6601
H1 -2.8249 -1.4995 1.1735
H2 -3.2693 0.2080 1.6197
H3 -2.9730 -1.0085 2.9182
H4 1.5723 0.4941 2.9668
H5 1.3092 -1.2265 3.5386
H6 2.7780 -0.7875 2.6686
H7 0.9859 2.5691 1.6211
H8 2.3389 1.7760 0.7715
H9 1.3972 3.0221 -0.0674

***

Entry 3:
Here is 2 unconnected molecules or ions with the total composition C8H9P in a non-equilibrium geometry from the OMol25 dataset. Energies are from ωB97M-V with the def2-TZVPD basis set.

Output
ΔE to the lowest compared entry with this formula, charge and spin, kJ/mol: 400.9
Net charge: 0
Gap between HOMO and LUMO (alpha / beta), eV: 7.75 / 7.68

CARTESIAN COORDINATES (ANGSTROEM)
C1 2.5752 -0.3183 -0.0991
C2 1.7450 -0.5699 1.0261
C3 2.0104 -0.3143 -1.3894
C4 0.3739 -0.7715 0.8219
C5 0.6615 -0.3139 -1.5143
C6 -0.1980 -0.7538 -0.4873
C7 -1.6280 -0.7146 -0.5696
C8 -1.7985 1.9937 0.7748
P1 -2.9647 -1.6325 -0.5393
H1 3.6393 -0.1208 0.0282
H2 2.0547 -0.4846 2.0126
H3 2.8058 0.0079 -2.0800
H4 -0.2408 -0.9572 1.6765
H5 0.1826 -0.3669 -2.5264
H6 -1.7845 2.9971 0.6125
H7 -2.6541 1.4590 1.0778
H8 -0.7588 1.5306 1.1642
H9 -4.0211 -0.6702 0.0109

***

Entry 4:
Here is 2 unconnected molecules or ions with the total composition C8N4OS2 in a non-equilibrium geometry from the OMol25 dataset. Energies are from ωB97M-V with the def2-TZVPD basis set.

Output
ΔE to the lowest compared entry with this formula, charge and spin, kJ/mol: 145.7
Net charge: 0
Gap between HOMO and LUMO (alpha / beta), eV: 6.73 / 6.50

CARTESIAN COORDINATES (ANGSTROEM)
C1 1.9640 -2.2834 0.5144
C2 -3.8515 0.3314 -0.4671
C3 2.9323 -0.2725 -0.5009
C4 -0.7268 2.3153 0.4870
C5 0.9516 -1.4928 -0.0670
C6 -2.6745 0.7697 0.0734
C7 1.5532 -0.4410 -0.7698
C8 -1.7941 1.5310 0.3973
N1 2.8512 -2.8862 0.9002
N2 -4.8142 0.0973 -1.0248
N3 4.0795 -0.1761 -0.4049
N4 0.3182 2.8127 0.4836
O1 -0.5302 0.2001 -1.9547
S1 -0.5772 -2.0496 0.2415
S2 0.8158 0.6715 -1.8220

***

Entry 5:
Here is 20 unconnected molecules or ions with the total composition C90H120O55 in a non-equilibrium geometry from the OMol25 dataset. Energies are from ωB97M-V with the def2-TZVPD basis set.

Output
Net charge: 0
Gap between HOMO and LUMO, eV: 7.82

CARTESIAN COORDINATES (ANGSTROEM)
C1 -1.9134 7.4449 -1.8306
C2 -2.5620 6.8658 -0.6009
C3 -2.3732 5.3738 -0.2373
O1 -1.6361 5.3992 1.0433
C4 -1.5104 6.6097 1.4110
O2 -1.0618 6.9301 2.5154
O3 -2.0028 7.4722 0.5567
H1 -2.4768 7.0881 -2.6722
H2 -0.8942 7.1078 -1.9560
H3 -1.8783 8.5222 -1.8350
H4 -3.6500 6.9930 -0.5847
H5 -1.7589 4.7699 -0.8712
H6 -3.3530 4.9093 -0.1796
C5 3.6534 -1.1294 -1.4929
C6 4.9079 -1.8504 -1.2327
C7 5.7613 -2.2017 -2.4778
O4 7.0695 -1.8716 -2.0961
C8 7.0685 -1.0979 -0.9419
O5 7.9628 -0.4515 -0.5415
O6 5.8610 -1.1439 -0.4257
H7 3.7831 -0.2578 -2.1157
H8 3.1886 -0.9190 -0.5470
H9 2.9046 -1.6983 -2.0044
H10 4.7029 -2.7438 -0.6414
H11 5.4175 -1.5173 -3.3008
H12 5.6913 -3.2301 -2.8099
C9 -1.5276 -0.5097 -8.3088
C10 -0.5782 0.2604 -7.4760
C11 0.9200 0.1937 -7.8689
O7 1.3064 1.5351 -7.8904
C12 0.2731 2.3787 -7.5731
O8 0.4216 3.5174 -7.2830
O9 -0.8654 1.6606 -7.5794
H13 -1.3158 -0.5251 -9.4199
H14 -2.5245 -0.1422 -8.1367
H15 -1.4726 -1.5421 -7.9827
H16 -0.7769 0.0040 -6.4216
H17 1.1266 -0.3537 -8.8340
H18 1.4419 -0.2269 -7.0155
C13 -4.3106 -8.6975 1.6080
C14 -3.0270 -8.0391 1.2191
C15 -3.0485 -6.5132 1.2387
O10 -1.8615 -6.2146 1.9447
C16 -1.3186 -7.3152 2.5505
O11 -0.3530 -7.3743 3.2154
O12 -1.9977 -8.3501 2.1311
H19 -5.1103 -8.4648 0.8847
H20 -4.6561 -8.4543 2.6324
H21 -4.0380 -9.7637 1.4179
H22 -2.7307 -8.4051 0.2567
H23 -3.9244 -6.2630 1.8373
H24 -3.0717 -5.9807 0.2782
C17 -2.9504 -2.5809 -5.3716
C18 -3.3608 -3.4689 -4.2488
C19 -3.4202 -2.8027 -2.8674
O13 -4.6014 -3.3623 -2.3589
C20 -5.4003 -3.8303 -3.3332
O14 -6.5306 -4.1308 -3.1510
O15 -4.7406 -3.9064 -4.4538
H25 -1.8674 -2.4094 -5.3822
H26 -3.5259 -1.6285 -5.3339
H27 -3.0479 -2.9884 -6.4186
H28 -2.7593 -4.3697 -4.2232
H29 -3.4543 -1.7323 -3.0123
H30 -2.5796 -3.1692 -2.2575
C21 -5.4738 1.1937 -0.5952
C22 -5.9242 1.4129 0.8513
C23 -4.8394 1.1276 1.8251
O16 -4.1928 2.4406 1.9548
C24 -4.9893 3.4012 1.5080
O17 -4.7475 4.5932 1.6632
O18 -6.0905 2.9284 1.0000
H31 -6.2243 1.4161 -1.3740
H32 -5.1426 0.1430 -0.7456
H33 -4.5740 1.8032 -0.8009
H34 -6.9074 0.9528 1.1031
H35 -4.0635 0.4461 1.4520
H36 -5.2526 0.8222 2.7773
C25 1.7142 6.3272 -6.5648
C26 0.9362 5.5087 -5.5161
C27 1.8839 4.4498 -4.8909
O19 2.6350 5.2314 -3.9485
C28 1.8480 6.2208 -3.5284
O20 2.1484 6.9407 -2.6123
O21 0.7115 6.3304 -4.3790
H37 1.1479 7.2609 -6.7592
H38 1.7420 5.7061 -7.4924
H39 2.7440 6.4689 -6.3547
H40 -0.0034 5.1229 -5.8895
H41 2.5710 4.0402 -5.5984
H42 1.3087 3.7024 -4.2853
C29 3.1730 -6.6341 3.5482
C30 3.1930 -5.4131 2.6728
C31 4.3241 -4.3487 2.7530
O22 4.8152 -4.2465 1.4330
C32 4.1375 -5.0585 0.5821
O23 4.1998 -5.0790 -0.6134
O24 3.2976 -5.8215 1.2573
H43 2.8740 -6.3367 4.5538
H44 4.1163 -7.1293 3.6290
H45 2.4413 -7.3126 3.1585
H46 2.2550 -4.8578 2.8158
H47 5.1403 -4.6315 3.4251
H48 3.9314 -3.4036 3.0782
C33 -1.5244 -1.4727 6.6396
C34 -2.9554 -1.1146 7.0071
C35 -4.0915 -1.3445 5.9519
O25 -4.5422 -2.6358 6.3737
C36 -4.2261 -2.9021 7.6784
O26 -4.5654 -3.8815 8.2771
O27 -3.4248 -1.9680 8.0932
H49 -0.9078 -1.3282 7.5238
H50 -1.0394 -1.0407 5.7658
H51 -1.5053 -2.5657 6.5167
H52 -2.9058 -0.0602 7.3401
H53 -3.7510 -1.3529 4.9189
H54 -4.8856 -0.6180 5.9998
C37 1.0085 -3.6741 -0.1441
C38 0.6715 -4.8688 -0.9493
C39 0.6221 -6.2434 -0.2848
O28 -0.4915 -6.8822 -0.9341
C40 -1.2967 -5.9732 -1.4769
O29 -2.3763 -6.1442 -2.0342
O30 -0.6825 -4.7639 -1.3671
H55 0.9406 -2.7566 -0.7532
H56 1.9942 -3.7296 0.2806
H57 0.3481 -3.5582 0.7435
H58 1.3348 -4.9129 -1.8026
H59 0.4312 -6.1056 0.7847
H60 1.5071 -6.8665 -0.3900
C41 1.2582 3.8219 7.7885
C42 1.5743 2.4985 7.2913
C43 0.3469 1.7457 6.7259
O31 0.9179 1.0672 5.6384
C44 1.9947 1.6521 5.1904
O32 2.5612 1.4042 4.1417
O33 2.3041 2.6103 6.0567
H61 2.1077 4.2916 8.2907
H62 0.4072 3.7318 8.4612
H63 0.9977 4.5101 7.0005
H64 2.1142 1.8562 7.9947
H65 -0.4714 2.4296 6.5486
H66 -0.0648 1.0113 7.3724
C45 -2.4398 4.0644 -2.9727
C46 -3.3220 3.4242 -4.0197
C47 -2.4830 2.6990 -5.0981
O34 -3.0006 1.3422 -4.9729
C48 -3.8228 1.1968 -3.8961
O35 -4.2491 0.1478 -3.5586
O36 -4.0778 2.4215 -3.3460
H67 -1.8288 3.4064 -2.3155
H68 -3.0675 4.6954 -2.3427
H69 -1.8014 4.7932 -3.4033
H70 -4.0224 4.1057 -4.4510
H71 -1.4341 2.8363 -4.7930
H72 -2.6809 3.0697 -6.1507
C49 -1.8766 5.1005 5.3065
C50 -2.6153 4.3418 4.2166
C51 -1.7091 3.3163 3.4370
O37 -2.3410 2.0299 3.7151
C52 -3.3193 2.1443 4.5748
O38 -3.8768 1.2225 5.0911
O39 -3.6257 3.4384 4.9138
H73 -1.3189 5.9333 4.8001
H74 -1.1516 4.4515 5.8272
H75 -2.5874 5.4606 6.0467
H76 -3.1025 4.9732 3.5028
H77 -0.7226 3.3678 3.8613
H78 -1.7637 3.3661 2.3719
C53 4.4336 3.0741 1.9094
C54 5.0432 1.7825 1.4687
C55 6.0474 1.0052 2.3732
O40 5.3414 -0.1862 2.6819
C56 4.2598 -0.2889 1.8740
O41 3.5700 -1.2718 1.8602
O42 4.0034 0.8689 1.1996
H79 3.7743 3.4763 1.1029
H80 5.1038 3.8970 1.9671
H81 4.0275 2.9509 2.8884
H82 5.4737 1.9667 0.4628
H83 6.2085 1.5748 3.3200
H84 6.9299 0.8042 1.7875
C57 3.3538 6.4396 1.9916
C58 2.0620 6.3420 1.2553
C59 1.6367 7.4086 0.2558
O43 0.6510 6.6695 -0.4831
C60 1.0092 5.3142 -0.4634
O44 0.5276 4.4228 -1.0572
O45 2.0747 5.2041 0.3836
H85 4.2032 6.8927 1.3781
H86 3.5784 5.4272 2.3808
H87 3.2663 7.1156 2.8311
H88 1.2698 6.2686 2.0043
H89 2.4371 7.7537 -0.4732
H90 1.1667 8.1863 0.8327
C61 1.1741 -3.1011 -4.5657
C62 1.8035 -1.8837 -4.7108
C63 3.0819 -1.8357 -5.2004
C64 3.8050 -2.9796 -5.4962
C65 3.1727 -4.2227 -5.3187
C66 1.8442 -4.2847 -4.8326
O46 1.0477 -5.4018 -4.6576
O47 3.7091 -0.6090 -5.2409
H91 0.1702 -3.0916 -4.1500
H92 1.2296 -0.9936 -4.3820
H93 4.7398 -2.8813 -5.9263
H94 3.7123 -5.1841 -5.5675
H95 1.5041 -6.1679 -5.0088
H96 4.5247 -0.7300 -5.7703
C67 -6.0389 -4.7319 1.7989
C68 -5.2928 -3.8730 0.9843
C69 -4.3362 -3.0880 1.6143
C70 -4.0969 -3.2532 2.9989
C71 -4.7357 -4.2348 3.7138
C72 -5.7475 -5.0446 3.1289
O48 -6.4011 -6.1458 3.6363
O49 -3.7221 -2.0434 0.9003
H97 -6.8915 -5.2276 1.2560
H98 -5.5723 -3.7808 -0.0951
H99 -3.4512 -2.5662 3.4808
H100 -4.5129 -4.4392 4.7982
H101 -6.4837 -6.0296 4.5925
H102 -2.9367 -1.7344 1.2959
C73 4.4225 3.5630 -2.1886
C74 5.3947 4.1113 -1.3547
C75 6.6626 3.5474 -1.3573
C76 6.9005 2.3677 -2.0051
C77 5.8702 1.7851 -2.7737
C78 4.6390 2.3510 -2.8566
O50 3.5606 1.8552 -3.5623
O51 7.5758 4.2681 -0.6270
H103 3.4777 4.0708 -2.3366
H104 5.2742 5.0554 -0.8832
H105 7.8573 1.8770 -1.9204
H106 6.0401 0.8388 -3.2863
H107 3.8284 1.1344 -4.1400
H108 8.4371 3.9863 -0.9406
C79 1.3809 -3.3623 4.9301
C80 1.3787 -2.0509 4.4923
C81 0.4370 -1.6791 3.5382
C82 -0.6263 -2.5172 3.2270
C83 -0.7373 -3.7480 3.8029
C84 0.2734 -4.2020 4.6500
O52 0.1592 -5.4151 5.2541
O53 0.5410 -0.4739 2.8910
H109 2.2873 -3.6130 5.4781
H110 2.0556 -1.2822 4.7880
H111 -1.2072 -2.3016 2.3512
H112 -1.5587 -4.3465 3.4945
H113 -0.3448 -6.0066 4.6211
H114 1.3703 0.0360 3.0808
C85 -0.9262 0.1998 -2.4047
C86 -1.5721 -0.1837 -1.2397
C87 -1.0110 0.1687 -0.0229
C88 0.1624 0.9363 -0.0008
C89 0.8696 1.2186 -1.1315
C90 0.2801 0.8795 -2.3649
O54 0.8241 1.1491 -3.6006
O55 -1.6904 -0.1513 1.0987
H115 -1.3109 0.0018 -3.4525
H116 -2.5285 -0.7328 -1.3276
H117 0.6058 1.1853 0.9278
H118 1.7515 1.8543 -1.1024
H119 1.7508 1.4577 -3.4825
H120 -1.3072 0.2861 1.8877